C23H42Cl3HfN8S3Si | ωB97M-V/def2-TZVPD

Results
Multiplicity   1
HOMO energy   -15.38 eV
Total charge   +3
Frontier orbital gap   6.9 eV
Largest force on an atom   4.20 eV Å⁻¹
Energy relative to the best compared isomer or geometry (same formula, charge and spin)   114.0 kJ/mol

Last column: Löwdin charge in e.
Atoms and positions in Å:
Hf  0.742  -0.468  -0.016  1.315
C  -2.411  1.720  -0.487  -0.426
C  -2.597  3.198  -0.235  -0.488
S  -1.644  3.721  1.257  0.854
C  -0.882  5.309  0.706  -0.514
C  -0.134  5.375  -0.585  -0.522
S  1.122  4.109  -0.647  0.869
C  0.830  3.425  -2.317  -0.486
C  -0.426  2.537  -2.472  -0.419
S  -0.754  1.233  -1.199  0.780
H  -2.493  1.196  0.463  0.052
H  -3.102  1.365  -1.219  0.082
H  -2.401  3.876  -1.070  0.068
H  -3.661  3.432  0.075  0.112
H  -1.623  6.084  0.767  0.081
H  -0.084  5.567  1.454  0.089
H  -0.714  5.156  -1.430  0.041
H  0.225  6.382  -0.777  0.107
H  0.921  4.278  -3.034  0.123
H  1.689  2.816  -2.461  -0.045
H  -1.267  3.207  -2.431  0.051
H  -0.506  2.059  -3.496  0.105
C  4.613  2.862  2.545  0.022
N  3.208  2.551  2.190  -0.108
C  2.315  3.588  2.645  -0.024
C  2.845  1.425  1.659  -0.410
N  1.656  1.210  1.129  -0.017
N  3.696  0.309  1.895  0.177
C  3.593  -0.968  1.465  -0.455
N  4.685  -1.724  1.730  0.197
N  2.564  -1.525  0.829  -0.021
H  4.873  3.807  2.122  0.103
H  5.274  2.148  2.050  0.098
H  4.722  2.926  3.626  0.117
H  2.465  4.555  2.055  0.121
H  2.564  3.886  3.638  0.097
H  1.294  3.231  2.598  0.077
H  1.214  2.096  0.797  -0.014
H  4.512  0.501  2.508  0.163
H  5.532  -1.349  2.157  0.138
H  4.815  -2.616  1.184  0.164
H  2.802  -2.396  0.392  0.008
C  -4.424  -4.538  -0.839  0.095
N  -2.963  -3.909  -0.556  -0.106
C  -2.565  -4.458  0.813  0.023
C  -2.934  -2.437  -0.653  -0.080
C  -2.471  -1.724  0.633  -0.291
C  -3.486  -1.590  1.558  -0.060
C  -3.340  -0.971  2.784  0.008
C  -2.082  -0.352  3.017  -0.023
C  -1.125  -0.409  2.035  -0.167
C  -1.262  -1.118  0.793  -0.258
H  -4.394  -5.563  -0.587  0.089
H  -4.763  -4.338  -1.828  0.099
H  -5.077  -4.054  -0.127  0.101
H  -2.333  -4.345  -1.195  0.143
H  -3.363  -4.310  1.506  0.097
H  -1.615  -4.040  1.096  0.088
H  -2.425  -5.582  0.674  0.140
H  -3.913  -2.084  -0.926  0.131
H  -2.269  -2.140  -1.462  0.112
H  -4.473  -1.897  1.364  0.111
H  -4.140  -1.020  3.558  0.143
H  -1.901  0.124  3.926  0.104
H  -0.349  0.172  2.276  0.026
C  -0.139  -1.984  -3.567  -0.020
C  0.289  -2.932  -2.425  -0.396
N  0.640  -2.591  -1.190  -0.054
C  1.059  -3.752  -0.587  -0.160
C  0.918  -4.792  -1.436  -0.045
N  0.372  -4.261  -2.576  0.121
H  -0.651  -1.102  -3.075  0.057
H  -0.754  -2.527  -4.319  0.100
H  0.821  -1.671  -4.102  0.029
H  1.403  -3.619  0.395  0.083
H  1.011  -5.873  -1.307  0.143
H  0.376  -4.709  -3.502  0.197
Cl  3.707  -1.723  -2.182  0.227
Si  2.509  0.023  -2.198  -0.547
Cl  3.904  1.632  -1.646  0.176
Cl  2.130  0.364  -4.200  0.306

Forces on the atoms, in the same order (eV/Å):
0.74 -0.86 0.12
0.62 0.51 -0.03
-0.86 1.15 1.27
0.59 0.38 -0.68
0.77 0.11 1.39
0.07 -0.26 -0.06
0.74 -0.43 -0.56
0.05 0.14 0.53
0.13 0.28 -1.25
-0.48 1.05 -0.46
-0.03 -0.27 -0.21
-0.67 -0.34 -0.30
0.06 -0.32 0.14
0.95 -0.73 -0.67
-0.38 0.37 0.01
-1.07 -0.39 -0.03
-1.29 -0.16 -1.14
0.40 0.05 0.31
-0.59 -0.92 0.30
0.86 -0.36 -0.32
-0.61 -0.09 0.17
0.44 0.35 1.22
-0.34 -0.90 -0.34
2.03 1.19 0.77
-0.50 1.63 -1.67
-1.02 -2.10 0.51
-0.24 -0.16 -1.00
0.16 1.46 0.59
0.82 -1.73 -0.68
0.15 -1.05 -0.92
-0.63 2.35 0.29
0.02 0.79 -0.28
0.13 0.14 0.36
0.15 -0.26 0.01
-0.40 -1.41 0.37
0.23 -0.24 0.96
-0.24 0.23 -0.01
0.27 -0.39 0.46
-1.04 -0.23 -0.74
-0.44 -0.12 -0.33
-0.24 1.44 1.14
0.37 -0.31 0.01
1.56 1.71 1.03
-2.50 -2.03 1.37
0.48 -2.17 -1.51
1.23 1.44 0.16
-1.86 -0.62 -1.51
-0.19 0.61 1.30
1.23 0.30 0.76
-2.24 -1.56 -0.84
-2.69 -2.13 -1.39
1.78 1.26 1.00
0.27 -1.13 -0.05
0.11 0.15 -0.86
-0.09 0.27 0.13
0.55 -0.12 -0.78
-0.27 0.37 0.49
0.12 0.29 0.30
-0.22 1.48 0.17
-0.48 0.00 0.00
0.09 -0.25 -0.14
-1.05 -0.85 -0.58
0.71 0.34 -0.83
0.34 0.86 1.30
3.63 2.03 0.54
1.12 -0.43 0.77
-0.90 1.47 -1.21
-0.02 0.84 -0.70
-0.34 0.25 -0.19
-0.20 -1.30 0.56
0.51 -0.11 -1.09
0.51 -0.87 -1.02
0.13 0.54 0.67
-1.51 -0.22 0.75
0.25 -0.89 1.15
0.29 0.61 -0.05
-0.20 0.17 0.76
-0.14 0.36 -0.16
0.95 0.58 0.41
-0.85 -1.12 -0.21
0.16 0.30 0.22